The following is a DFT calculation (ωB97M-V/def2-TZVPD) of C2H10Ba3O11 as an isolated structure.

Computed properties:
2S+1: 2
LUMO (alpha / beta): -4.156 / -4.229 eV
net charge: +1
E_HOMO (alpha / beta): -7.4 / -9.4 eV
expectation value of S²: 0.750
gap between HOMO and LUMO (alpha / beta): 3.2 / 5.1 eV
calculated total energy: -986.25023 Eh

Each line ends with the Mulliken spin population.
Cartesian coordinates (Å):
1 Ba 0.02771 2.91064 -0.98220  1.188
2 Ba -2.42579 -2.19200 0.24191  0.039
3 Ba -0.85741 0.34506 3.68510  -0.063
4 C 0.10490 0.11013 0.63753  0.170
5 O 0.60519 1.09171 1.17907  -0.162
6 O -0.05762 0.03270 -0.57256  -0.077
7 O -0.25295 -0.82520 1.39302  -0.034
8 C -3.84063 0.46005 2.52711  -0.029
9 O -3.42524 1.28887 3.33912  0.007
10 O -3.03185 -0.39088 2.23307  -0.007
11 O -5.09366 0.38656 2.35774  0.002
12 O 3.47761 0.98836 1.79369  0.007
13 H 2.53382 1.10651 1.68627  0.012
14 H 3.72408 1.62391 2.46569  0.001
15 O 1.09413 -1.84967 -2.05706  0.002
16 H 0.82562 -1.38518 -1.26435  0.001
17 H 0.44803 -1.59409 -2.71544  0.004
18 O 0.74799 1.21675 -3.29138  -0.123
19 H 0.74212 1.07416 -4.23789  0.030
20 H 1.20210 0.45256 -2.93637  0.014
21 O 2.38407 -1.44918 2.03992  -0.001
22 H 1.54404 -1.22749 1.63814  0.001
23 H 2.94358 -0.69403 1.85851  0.002
24 O -0.92972 -0.81839 -3.62032  0.012
25 H -0.76812 0.04998 -3.25147  0.009
26 H -1.72199 -0.71185 -4.14683  -0.004